No. 1
This record from OMol25 describes a cluster of 7 separate species, C39H51BN2O21S in total. The level of theory is wB97M-V/def2-TZVPD.

Output
SMILES   [H]/N=C\CN1c2cc(CB(O)O)ccc2Sc2cccc(O)c21.C[C@@H]1COC(=O)O1.C[C@@H]1COC(=O)O1.C[C@@H]1COC(=O)O1.C[C@@H]1COC(=O)O1.C[C@@H]1COC(=O)O1.C[C@@H]1COC(=O)O1
Orbital gap   8.08 eV

Element x y z (Å)
1 N -1.3158 1.5367 -0.8533
2 C -0.5801 0.5296 -1.1091
3 C 0.4487 0.4946 -2.3037
4 N 0.6737 -0.9465 -2.6509
5 C 2.0511 -1.3571 -2.4396
6 C 2.3814 -2.1061 -1.2473
7 C 3.7785 -2.5499 -1.0115
8 C 4.0377 -3.3573 0.2957
9 B 4.4953 -2.2901 1.4317
10 O 3.7826 -1.0984 1.7141
11 O 5.6560 -2.5220 2.2169
12 C 4.7882 -2.2027 -1.9887
13 C 4.5085 -1.4116 -3.2036
14 C 3.1268 -1.0051 -3.3989
15 S 2.5584 -0.0530 -4.8587
16 C 0.9573 -0.8855 -5.1957
17 C 0.5153 -1.1726 -6.5499
18 C -0.7666 -1.8785 -6.6979
19 C -1.5340 -2.2374 -5.5099
20 C -1.0940 -1.9380 -4.1606
21 O -1.7856 -2.2847 -3.0124
22 C 0.1966 -1.2541 -3.9859
23 H -1.1008 2.2756 -1.5437
24 H -0.6439 -0.4121 -0.4928
25 H 1.4228 0.9940 -2.0760
26 H -0.0552 1.0111 -3.1707
27 H 1.6108 -2.3726 -0.4788
28 H 4.8649 -4.1056 0.2147
29 H 3.0957 -3.8505 0.6684
30 H 2.8475 -1.3169 1.8828
31 H 6.1778 -1.6853 2.2262
32 H 5.8478 -2.5343 -1.8535
33 H 5.2770 -1.1469 -3.9574
34 H 1.1547 -0.8617 -7.4084
35 H -1.0815 -2.1211 -7.7361
36 H -2.4904 -2.7834 -5.6512
37 H -1.1057 -2.5466 -2.3616
38 C -0.6202 6.7665 2.4150
39 C -1.7075 6.1156 1.5920
40 C -2.0660 4.7279 2.0458
41 O -2.5180 4.1188 0.8380
42 C -1.8887 4.7560 -0.1838
43 O -1.8810 4.3754 -1.3128
44 O -1.2650 5.8854 0.2516
45 H -0.4145 7.7701 2.0432
46 H -0.9075 6.8372 3.4656
47 H 0.3158 6.2080 2.3397
48 H -2.5892 6.7634 1.5519
49 H -2.8547 4.7255 2.7980
50 H -1.2114 4.1587 2.4235
51 C -5.2433 -1.8007 -1.5561
52 C -5.0191 -2.5370 -0.2577
53 C -3.8010 -3.4150 -0.2661
54 O -4.1559 -4.4375 0.6681
55 C -5.5168 -4.5259 0.6551
56 O -6.1377 -5.4083 1.1647
57 O -6.0704 -3.4842 -0.0170
58 H -6.1342 -1.1746 -1.4853
59 H -4.3903 -1.1665 -1.8028
60 H -5.4162 -2.5007 -2.3781
61 H -5.0011 -1.8327 0.5746
62 H -2.9044 -2.8879 0.0606
63 H -3.6054 -3.8823 -1.2368
64 C 10.5199 -1.0286 4.9218
65 C 9.3571 -0.5569 4.0794
66 C 8.8385 -1.5958 3.1258
67 O 8.3040 -0.8063 2.0662
68 C 9.0018 0.3689 2.0650
69 O 8.9547 1.1764 1.1950
70 O 9.7600 0.4886 3.1901
71 H 10.8436 -0.2354 5.5983
72 H 10.2484 -1.9032 5.5153
73 H 11.3803 -1.2763 4.2962
74 H 8.5597 -0.1683 4.7212
75 H 8.0605 -2.2160 3.5715
76 H 9.6201 -2.2427 2.7176
77 C -6.5475 -1.9401 5.0930
78 C -5.7487 -1.0017 4.2180
79 C -6.2291 0.4229 4.2569
80 O -5.8512 0.9076 2.9680
81 C -5.8251 -0.1676 2.1363
82 O -5.7426 -0.1027 0.9490
83 O -5.9084 -1.3319 2.8359
84 H -6.1447 -2.9526 5.0289
85 H -6.5250 -1.6217 6.1368
86 H -7.5862 -1.9955 4.7602
87 H -4.6840 -1.0718 4.4630
88 H -5.7491 1.0040 5.0439
89 H -7.3143 0.5140 4.3582
90 C 4.0043 8.0605 0.9358
91 C 2.8843 9.0685 0.8175
92 C 3.3066 10.4810 1.1139
93 O 2.0984 11.0648 1.5995
94 C 1.3618 10.0557 2.1380
95 O 0.3895 10.2140 2.8064
96 O 1.8837 8.8398 1.8148
97 H 3.6391 7.0592 0.6997
98 H 4.8249 8.3004 0.2575
99 H 4.3878 8.0205 1.9578
100 H 2.4084 8.9900 -0.1651
101 H 3.6596 11.0061 0.2268
102 H 4.0672 10.5531 1.8968
103 C -6.1361 -6.2425 -2.4043
104 C -5.2515 -6.6788 -3.5501
105 C -3.9871 -7.3658 -3.1135
106 O -3.0897 -7.0619 -4.1823
107 C -3.5117 -5.8891 -4.7287
108 O -2.8836 -5.2432 -5.5074
109 O -4.7448 -5.5476 -4.2642
110 H -7.0390 -5.7612 -2.7848
111 H -6.4292 -7.0918 -1.7851
112 H -5.6297 -5.5049 -1.7783
113 H -5.8205 -7.2965 -4.2525
114 H -4.1121 -8.4432 -3.0087
115 H -3.5713 -6.9634 -2.1850

Cartesian forces (eV/Å) of the 3 atoms listed first:
0.8 -0.9 -0.4
0.6 0.5 -0.4
-1.1 -0.3 0.4

=====

No. 2
This record from OMol25 describes a structure of composition C48H41BrF4HfNP2SeTe2. The level of theory is wB97M-V/def2-TZVPD.

Output
Total charge   +1
Relative energy (zero: lowest compared OMol25 entry of this formula, charge and spin)   0.000 eV
Orbital gap   6.44 eV

Element x y z (Å)
1 Hf -0.5323 -0.0543 0.0801
2 F -5.4558 6.5807 -1.1690
3 C -4.5951 5.7263 -0.6487
4 C -3.4933 6.1794 0.0495
5 F -3.3183 7.4776 0.2354
6 C -2.5737 5.2797 0.5690
7 F -1.5553 5.8019 1.2462
8 C -2.7121 3.9041 0.4115
9 P -1.4729 2.6358 0.9704
10 C -0.0385 3.6388 1.4476
11 C 0.3808 3.8419 2.7555
12 C 1.5227 4.5921 2.9963
13 C 2.2486 5.1223 1.9414
14 C 1.8485 4.8933 0.6324
15 C 0.7114 4.1444 0.3852
16 C -2.3481 2.1804 2.5068
17 C -2.6236 0.8318 2.6869
18 C -3.3217 0.3847 3.7948
19 C -3.7933 1.3131 4.7103
20 C -3.5437 2.6680 4.5295
21 C -2.8194 3.1078 3.4332
22 C -3.8694 3.4745 -0.2681
23 Br -4.2556 1.6372 -0.4701
24 C -4.7938 4.3620 -0.7836
25 F -5.8749 3.9202 -1.4119
26 H -0.1767 3.4185 3.5804
27 H 1.8456 4.7606 4.0151
28 H 3.1346 5.7122 2.1350
29 H 2.4234 5.2921 -0.1927
30 H 0.3938 3.9574 -0.6365
31 H -2.2908 0.1185 1.9298
32 H -3.4993 -0.6728 3.9420
33 H -4.3688 0.9812 5.5640
34 H -3.9192 3.3853 5.2473
35 H -2.6228 4.1647 3.2989
36 C 4.6928 0.2079 -1.9736
37 C 4.2027 -0.5778 -0.9447
38 C 2.8831 -1.0125 -0.9690
39 C 2.0580 -0.6841 -2.0453
40 C 2.5565 0.1191 -3.0741
41 C 3.8647 0.5657 -3.0321
42 P 0.4046 -1.4787 -2.1701
43 C 0.6392 -2.7150 -3.4814
44 C 1.8893 -3.2289 -3.8064
45 C 1.9904 -4.2131 -4.7789
46 C 0.8519 -4.7036 -5.4003
47 C -0.3995 -4.2066 -5.0620
48 C -0.5079 -3.2187 -4.0987
49 C -0.4839 -0.0792 -2.9397
50 C -0.6987 0.1186 -4.2968
51 C -1.2477 1.3197 -4.7226
52 C -1.5379 2.3060 -3.7921
53 C -1.3121 2.0864 -2.4392
54 C -0.7996 0.8803 -1.9541
55 H 5.7263 0.5280 -1.9632
56 H 4.8464 -0.8720 -0.1271
57 H 2.5270 -1.6518 -0.1654
58 H 1.9218 0.3894 -3.9070
59 H 4.2490 1.1651 -3.8472
60 H 2.7769 -2.8582 -3.3093
61 H 2.9657 -4.5933 -5.0519
62 H 0.9376 -5.4720 -6.1569
63 H -1.2881 -4.5881 -5.5469
64 H -1.4798 -2.8156 -3.8335
65 H -0.4374 -0.6506 -5.0128
66 H -1.4239 1.4922 -5.7763
67 H -1.9475 3.2525 -4.1222
68 H -1.5339 2.9006 -1.7580
69 Se 3.6613 1.3869 2.0609
70 C 2.0596 1.0466 1.5941
71 N 0.9179 0.8126 1.3263
72 C -4.5616 -1.9405 0.2810
73 Te -3.0421 -1.6623 -1.2155
74 C -2.6280 -3.7795 -1.2589
75 H -4.1292 -2.4104 1.1612
76 H -5.3409 -2.5723 -0.1368
77 H -4.9872 -0.9737 0.5392
78 H -3.3463 -4.2657 -1.9152
79 H -2.7173 -4.1713 -0.2492
80 H -1.6175 -3.9538 -1.6220
81 C 5.3187 -4.0961 3.1907
82 C 3.9370 -3.6664 2.7862
83 C 3.3450 -4.1542 1.6286
84 C 2.0462 -3.8121 1.2659
85 C 1.4626 -4.4335 0.0251
86 C 1.3245 -2.9442 2.0913
87 Te -0.7146 -2.4364 1.6002
88 C 1.8906 -2.4477 3.2681
89 C 1.1287 -1.5436 4.1986
90 C 3.1940 -2.8111 3.5878
91 H 5.9088 -4.3997 2.3271
92 H 5.2562 -4.9512 3.8672
93 H 5.8432 -3.2982 3.7148
94 H 3.8987 -4.8416 0.9985
95 H 2.1969 -5.0791 -0.4553
96 H 1.1554 -3.6769 -0.6954
97 H 0.5848 -5.0311 0.2770
98 H 0.8645 -0.6093 3.6974
99 H 1.7239 -1.3052 5.0786
100 H 0.2067 -2.0269 4.5259
101 H 3.6324 -2.4253 4.5015

Cartesian forces (eV/Å) of the 3 atoms listed first:
0.3 0.2 0.6
-0.1 0.1 0.0
0.1 0.0 0.0

=====

No. 3
This record from OMol25 describes an isolated molecule of C6H10O. The level of theory is wB97M-V/def2-TZVPD.

Output
SMILES   C#C[C@](C)(O)CC
Relative energy (zero: lowest compared OMol25 entry of this formula, charge and spin)   2.788 eV
Orbital gap   10.81 eV

Element x y z (Å)
1 C 2.3367 -0.0380 0.3187
2 C 1.0740 -0.4766 -0.4628
3 C -0.3193 -0.2884 0.1901
4 C -1.6638 -0.5892 -0.7789
5 O -0.2395 -0.9898 1.4176
6 C -0.7100 1.1342 0.3944
7 C -1.5031 2.0282 0.2177
8 H 3.2318 -0.2837 -0.2744
9 H 2.4466 -0.5521 1.2794
10 H 2.3771 1.0416 0.5075
11 H 1.1708 -1.5484 -0.6635
12 H 1.0631 0.0456 -1.4237
13 H -2.4826 -0.3324 -0.1017
14 H -1.5679 0.1862 -1.5420
15 H -2.0284 -1.4796 -1.3295
16 H -0.8660 -0.6153 2.0506
17 H -2.2501 2.7510 -0.0215

Cartesian forces (eV/Å) of the 3 atoms listed first:
-0.2 0.0 0.0
-0.2 -0.1 -0.2
-0.3 0.1 -0.5

=====

No. 4
This record from OMol25 describes the ion C20H26Br2F2NO4SSi with charge -1. The level of theory is wB97M-V/def2-TZVPD.

Output
Total charge   -1
Relative energy (zero: lowest compared OMol25 entry of this formula, charge and spin)   8.977 eV
Orbital gap   6.93 eV

Element x y z (Å)
1 C 5.0806 -2.3714 -0.7810
2 C 3.5042 -1.9408 -0.8150
3 Br 2.5182 -3.7098 -0.9165
4 C 3.1456 -1.1762 0.5557
5 Br 2.1008 -2.5184 1.6371
6 C 2.5175 0.2716 0.4617
7 C 2.4823 1.1642 1.8225
8 N 1.9416 0.3966 3.0265
9 C 1.1537 0.6078 -0.2957
10 C 0.2013 -0.4998 -0.9432
11 F 0.7738 -1.2311 -2.0419
12 F -0.4405 -1.3710 0.0325
13 C -1.0623 0.2870 -1.6134
14 C -2.1685 -0.8518 -2.0176
15 Si -3.7542 -0.8128 -0.9563
16 C -5.3830 -0.6227 -1.9879
17 C -3.8945 -2.5750 -0.1345
18 C -3.7504 0.4358 0.4896
19 C -2.9063 0.3005 1.7887
20 C -3.0413 1.3732 2.9055
21 C -4.0008 2.5934 2.7926
22 C -4.8340 2.7532 1.4958
23 C -4.7079 1.6773 0.3538
24 O 1.3643 1.5258 -1.4368
25 C 2.6989 1.2016 -1.9184
26 O 3.1077 0.9811 -3.0680
27 C 3.4921 1.1894 -0.4895
28 S 3.4976 3.0645 -0.2013
29 C 5.0687 0.9075 -0.4754
30 O 5.7730 0.7767 0.5879
31 O 5.7538 0.8318 -1.6948
32 H 5.7502 -1.6367 -1.3423
33 H 5.1460 -3.3769 -1.3529
34 H 5.4119 -2.6001 0.2894
35 H 3.2593 -1.4151 -1.7888
36 H 4.1400 -1.0728 1.1413
37 H 1.7511 2.0568 1.7433
38 H 3.5392 1.4989 2.1539
39 H 2.7539 -0.1280 3.3798
40 H 1.6900 1.1587 3.6900
41 H 0.3893 1.2323 0.3114
42 H -0.7719 0.7634 -2.6266
43 H -1.4843 1.0999 -0.9347
44 H -1.6957 -1.9083 -2.0596
45 H -2.5010 -0.6465 -3.1116
46 H -6.2532 -0.7573 -1.2390
47 H -5.3914 -1.4589 -2.7658
48 H -5.4715 0.4324 -2.4161
49 H -4.9743 -2.8605 0.1046
50 H -3.3367 -2.4698 0.8776
51 H -3.3465 -3.3686 -0.7685
52 H -2.2256 -0.6084 1.8933
53 H -2.4226 1.2249 3.8664
54 H -4.0691 3.3314 3.6677
55 H -5.5447 3.6523 1.4278
56 H -5.3751 1.8626 -0.5615
57 H 4.8006 3.3364 0.2584

Cartesian forces (eV/Å) of the 3 atoms listed first:
-0.6 -1.1 -0.9
1.7 -0.5 0.1
0.6 0.3 -1.9

=====

No. 5
This record from OMol25 describes a structure of composition C3H9InNO. The level of theory is wB97M-V/def2-TZVPD.

Output
Total charge   -1
Relative energy (zero: lowest compared OMol25 entry of this formula, charge and spin)   2.235 eV
Orbital gap   7.87 eV

Element x y z (Å)
1 C -1.2027 1.2222 -1.7085
2 C 0.0294 0.9309 -0.6293
3 O 1.0594 1.8172 -0.5397
4 N -0.0810 -0.3432 0.1784
5 C 0.6560 -1.5063 -0.4468
6 In 0.3734 -0.0702 2.2479
7 H -0.9072 0.7841 -2.7624
8 H -2.1238 0.5612 -1.3347
9 H -1.4895 2.3548 -1.7911
10 H 1.1926 -1.2338 -1.4778
11 H -0.1796 -2.3026 -0.7520
12 H 1.3867 -2.0768 0.2717
13 H -0.3733 1.4514 2.9360
14 H 2.1172 -0.1557 2.6657
15 H -0.4577 -1.4333 3.1428

Cartesian forces (eV/Å) of the 3 atoms listed first:
-0.1 -1.1 0.7
3.9 2.1 0.4
-6.2 -5.0 -0.5

=====

No. 6
This record from OMol25 describes a cluster of 8 separate species, C24H30F7O25P in total. The level of theory is wB97M-V/def2-TZVPD.

Output
SMILES   O=C1OC[C@@H](F)O1.O=C1OC[C@@H](F)O1.O=C1OC[C@@H](F)O1.O=C1OC[C@@H](F)O1.O=C1OC[C@@H](F)O1.O=C1OC[C@@H](F)O1.O=C1OC[C@@H](F)O1.COP(=O)(OC)OC
Relative energy (zero: lowest compared OMol25 entry of this formula, charge and spin)   1.651 eV
Orbital gap   9.40 eV

Element x y z (Å)
1 C -0.2017 -0.1914 0.0963
2 C 0.7866 0.4311 1.1329
3 O 1.9343 -0.3246 1.0173
4 C 1.7688 -1.2475 0.0784
5 O 2.6852 -1.8725 -0.4180
6 O 0.5356 -1.2503 -0.4028
7 F 0.2155 0.2578 2.3291
8 H -0.4855 0.4017 -0.7731
9 H -1.1558 -0.4529 0.5538
10 H 0.9993 1.4709 0.8849
11 C 3.0222 1.9836 -2.4261
12 C 2.9559 0.5836 -2.9560
13 O 3.6672 0.7050 -4.1802
14 C 4.6366 1.6224 -3.9408
15 O 5.5676 1.9158 -4.6840
16 O 4.3501 2.3027 -2.8101
17 F 1.6910 0.3594 -3.1953
18 H 2.7761 2.1472 -1.3769
19 H 2.3511 2.5507 -3.0713
20 H 3.3074 -0.1896 -2.2728
21 C 1.9421 5.0562 3.2063
22 C 1.1742 4.0911 2.4345
23 O 0.9125 3.0984 3.3965
24 C 1.8527 3.0908 4.3094
25 O 2.0917 2.1680 5.0499
26 O 2.5221 4.2614 4.1761
27 F 1.8306 3.5766 1.4379
28 H 1.1789 5.7434 3.5714
29 H 2.6918 5.6492 2.6825
30 H 0.3588 4.6906 2.0297
31 C -6.1846 -0.9854 -1.6188
32 C -5.8942 -1.2687 -3.0493
33 O -4.4972 -1.1353 -3.2168
34 C -4.0396 -0.4643 -2.1375
35 O -2.8788 -0.1178 -1.9829
36 O -5.0936 -0.1320 -1.2890
37 F -6.5876 -0.4095 -3.7212
38 H -6.0025 -1.9218 -1.0914
39 H -7.1992 -0.6850 -1.3572
40 H -6.3385 -2.2529 -3.1980
41 C -0.8424 5.5470 -0.5663
42 C -1.9567 4.5947 -0.0785
43 O -1.4078 3.3161 -0.4530
44 C -0.5820 3.4806 -1.5065
45 O 0.0289 2.6303 -2.0439
46 O -0.4927 4.8077 -1.7159
47 F -3.0614 4.8274 -0.7460
48 H -0.0374 5.6708 0.1581
49 H -1.0691 6.6107 -0.6388
50 H -2.0887 4.8645 0.9693
51 C -5.0416 0.2964 2.8443
52 C -4.0387 0.4131 1.7240
53 O -3.8592 -0.9940 1.4837
54 C -4.9313 -1.6360 1.7664
55 O -5.2797 -2.7196 1.2379
56 O -5.6728 -0.9114 2.6331
57 F -2.9110 1.0270 2.2442
58 H -5.8523 1.0241 2.8801
59 H -4.5851 0.3176 3.8339
60 H -4.3396 0.9337 0.8148
61 C 7.6842 -1.9583 -2.1104
62 C 6.5424 -1.1035 -2.6183
63 O 5.3985 -1.6665 -1.9923
64 C 5.6474 -2.8819 -1.6044
65 O 4.8343 -3.6647 -1.1357
66 O 7.0104 -3.0558 -1.6016
67 F 6.4367 -1.1775 -3.9582
68 H 8.3215 -1.4877 -1.3617
69 H 8.2438 -2.3471 -2.9612
70 H 6.7174 -0.0591 -2.3601
71 C -2.2426 -4.0040 -0.3123
72 O -2.1516 -4.6993 0.9221
73 P -0.7110 -4.7357 1.7488
74 O -0.6305 -5.7456 2.8372
75 O 0.4532 -4.7978 0.6190
76 C 1.8358 -4.6642 0.9543
77 O -0.6161 -3.1967 2.3053
78 C -1.7318 -2.7532 3.0945
79 H -1.6579 -3.0857 -0.3659
80 H -3.2981 -3.7391 -0.3755
81 H -2.0408 -4.6929 -1.1325
82 H 2.4093 -4.1794 0.1642
83 H 2.0722 -5.7142 1.1268
84 H 2.0166 -4.0778 1.8552
85 H -1.8830 -1.6878 2.9211
86 H -1.2539 -2.8259 4.0715
87 H -2.6332 -3.3547 3.2120

Cartesian forces (eV/Å) of the 3 atoms listed first:
-0.3 1.4 -0.1
-1.9 0.2 -1.8
0.5 0.6 0.9

=====

No. 7
This record from OMol25 describes an isolated molecule of HNS3. The level of theory is wB97M-V/def2-TZVPD.

Output
Relative energy (zero: lowest compared OMol25 entry of this formula, charge and spin)   0.198 eV
Orbital gap (alpha / beta)   7.15 / 7.24 eV

Element x y z (Å)
1 N 0.1589 0.1790 0.6954
2 S 1.6755 0.7428 0.8512
3 S -0.9581 -0.2927 -0.5362
4 S -0.5230 -0.2853 -2.3855
5 H -0.3533 -0.3438 1.3751

Cartesian forces (eV/Å) of the 3 atoms listed first:
-0.3 -0.3 -1.6
-0.4 -0.1 -0.2
-0.2 0.1 -0.2

=====

No. 8
This record from OMol25 describes a cluster of 2 separate species, C5H12O2 in total. The level of theory is wB97M-V/def2-TZVPD.

Output
Relative energy (zero: lowest compared OMol25 entry of this formula, charge and spin)   3.939 eV
Orbital gap   8.97 eV

Element x y z (Å)
1 C -0.4920 0.5547 1.8939
2 O -0.3871 -0.0954 0.6388
3 C 0.6448 0.4207 -0.2224
4 C 2.0271 0.0655 0.3221
5 C 0.4243 -0.1671 -1.6130
6 C -2.7190 -1.4257 -1.2562
7 O -2.6925 -0.2191 -0.7375
8 H 0.3657 0.3399 2.5434
9 H -1.3970 0.1677 2.3679
10 H -0.5846 1.6438 1.7686
11 H 0.5375 1.5175 -0.2575
12 H 2.1308 -1.0234 0.4061
13 H 2.1971 0.5189 1.3048
14 H 2.7955 0.4426 -0.3627
15 H 0.4243 -1.2619 -1.5557
16 H 1.2461 0.1398 -2.2677
17 H -0.5071 0.1660 -2.0475
18 H -1.8265 -1.9553 -0.7835
19 H -1.9281 -0.0550 -0.1254

Cartesian forces (eV/Å) of the 3 atoms listed first:
0.0 0.1 0.2
0.0 0.1 -0.1
0.3 -0.1 -0.1

=====

Q: Which electronic energy values were calculated for the entries above? A: -3629.4111 -8549.9250 -309.7399 -7168.6480 -439.7141 -3853.9963 -1249.8449 -348.0601, in hartree.